[1]
Below is one molecule with the formula C3H9N2OP, with properties calculated with ωB97M-V with the def2-TZVPD basis set.

```
! wB97M-V def2-TZVPD RIJCOSX def2/J DEFGRID3
* xyz 0 1
C 0.2076 -1.9234 0.2187
C -0.5810 1.0040 1.4166
C 1.8379 0.1290 -0.3897
N -2.0196 0.9441 -0.9002
N -0.9398 0.2394 -1.0342
O -2.8572 0.9125 -1.7663
P 0.1724 -0.2619 0.2243
H 1.3371 -2.2320 0.1519
H -0.3793 -2.4676 0.9032
H -1.6622 0.6766 1.4226
H -0.2167 0.9462 2.5074
H -0.4899 1.9853 0.8924
H 2.0802 1.1558 -0.6994
H 2.3872 -0.2315 0.3877
H 2.0205 -0.4501 -1.4030
H -0.8972 -0.4262 -1.9320
*
```

Results
- ΔE to the lowest compared entry with this formula, charge and spin: 115.97 kcal per mole
- HOMO-LUMO gap: 8.8 eV
- HOMO: -0.3006 Eh

[2]
Below is one molecule with the formula C21H26N2O4S, with properties calculated with ωB97M-V with the def2-TZVPD basis set.

```
! wB97M-V def2-TZVPD RIJCOSX def2/J DEFGRID3
* xyz 0 1
C -0.9308 1.4809 2.8115
H -0.4503 2.4535 2.7345
H -1.6017 1.4738 3.6657
H -0.1716 0.7205 2.9704
C -1.7295 1.1752 1.5504
N -0.9065 1.2551 0.3527
C 0.3165 0.5730 0.2414
C 0.4976 -0.6951 0.7905
C 1.7125 -1.3402 0.6765
C 2.7681 -0.7441 -0.0058
C 2.5836 0.5099 -0.5778
C 1.3751 1.1649 -0.4402
H 1.2472 2.1313 -0.8978
H 3.3863 0.9727 -1.1325
O 3.9194 -1.4709 -0.1451
C 5.1370 -0.8426 -0.1834
C 5.4197 0.3110 0.5403
C 6.6930 0.8492 0.5015
C 7.6898 0.2455 -0.2457
C 7.4104 -0.9125 -0.9525
C 6.1411 -1.4575 -0.9251
H 5.9070 -2.3599 -1.4677
H 8.1846 -1.3932 -1.5317
H 8.6809 0.6722 -0.2720
H 6.9068 1.7447 1.0662
H 4.6473 0.7736 1.1375
H 1.8535 -2.3205 1.1034
H -0.3052 -1.1812 1.3186
S -1.5106 2.1191 -0.9247
O -0.8488 1.7370 -2.1302
O -2.9457 2.0005 -0.8894
C -1.1212 3.8464 -0.5378
H -1.6191 4.1003 0.3883
H -0.0492 3.9562 -0.4483
H -1.5016 4.4523 -1.3501
C -2.4531 -0.1901 1.6529
O -2.3664 -0.9109 2.6270
N -3.1660 -0.4613 0.5556
H -3.2272 0.2413 -0.1722
C -3.8807 -1.6994 0.3320
C -3.2976 -2.4379 -0.8929
H -2.3746 -1.9460 -1.2021
H -3.0589 -3.4724 -0.6513
C -4.3620 -2.3507 -1.9968
H -4.9197 -3.2869 -2.0539
H -3.9218 -2.1584 -2.9734
C -5.2955 -1.2269 -1.5500
H -6.2801 -1.2956 -2.0100
H -4.8649 -0.2553 -1.7974
C -5.3400 -1.4074 -0.0360
H -5.7178 -0.5317 0.4890
H -5.9622 -2.2655 0.2212
H -3.7869 -2.2770 1.2548
H -2.5102 1.9309 1.4121
*
```

Results
- ΔE to the lowest compared entry with this formula, charge and spin: 11.87 kcal per mole
- HOMO-LUMO gap: 8.7 eV
- HOMO: -0.3026 Eh

[3]
Below is C40H37N6OPRu as an isolated structure, with properties calculated with ωB97M-V with the def2-TZVPD basis set.

```
! wB97M-V def2-TZVPD RIJCOSX def2/J DEFGRID3
* xyz 1 2
Ru 1.5613 0.0490 0.0353
C 0.5340 0.3236 6.9140
C 0.4162 0.4893 5.4248
C 0.2220 1.7400 4.8457
C 0.1719 1.8932 3.4760
C 0.2816 0.8053 2.5989
N 0.3000 1.0002 1.2077
C -0.4491 2.1072 0.7642
C -1.7840 2.2499 1.1570
C -2.5565 3.3140 0.7439
C -2.0372 4.2920 -0.1041
C -2.8900 5.4282 -0.5947
C -0.7241 4.1481 -0.5186
C 0.0647 3.0858 -0.0835
N 1.3911 2.9826 -0.6006
C 2.1597 3.9993 -1.0433
C 3.0771 3.4820 -1.9233
C 2.7875 2.1134 -1.9746
N 1.7684 1.8117 -1.1806
C 0.4800 -0.4469 3.1886
C 0.5647 -0.5898 4.5698
N 0.6738 -1.6151 2.3949
C 0.4812 -2.8912 2.8084
C 1.1595 -3.7203 1.9572
C 1.7495 -2.8588 1.0230
N 1.4602 -1.5974 1.2983
H -0.0787 1.0558 7.4384
H 1.5665 0.4646 7.2396
H 0.2199 -0.6706 7.2300
H 0.1326 2.6147 5.4785
H 0.0525 2.8842 3.0608
H -2.2063 1.4967 1.8108
H -3.5861 3.3837 1.0739
H -3.5307 5.8078 0.2007
H -3.5403 5.1025 -1.4095
H -2.2812 6.2527 -0.9631
H -0.3019 4.8630 -1.2145
H 1.9886 5.0076 -0.7073
H 3.8526 4.0117 -2.4465
H 3.2816 1.3472 -2.5438
H 0.7723 -1.5673 4.9857
H -0.1256 -3.1041 3.6705
H 1.1951 -4.7945 1.9777
H 2.3507 -3.0935 0.1598
O 4.3456 -0.3302 -1.1232
N 3.0344 -0.8497 -1.2506
C 3.0012 -1.5986 -2.2882
C 1.8882 -2.2134 -3.0185
C 2.3251 -2.9798 -4.1093
C 1.4370 -3.5942 -4.9688
C 0.0760 -3.4431 -4.7546
C -0.3703 -2.6862 -3.6839
C 0.5084 -2.0657 -2.7992
P -0.1659 -1.1026 -1.3985
C -1.1141 -2.3528 -0.4663
C -1.0211 -3.7250 -0.6710
C -1.8009 -4.5999 0.0754
C -2.6669 -4.1117 1.0405
C -2.7510 -2.7425 1.2649
C -1.9796 -1.8688 0.5170
C -1.5216 -0.1260 -2.1392
C -2.7802 -0.6670 -2.4153
C -3.7735 0.1193 -2.9738
C -3.5303 1.4591 -3.2538
C -2.2916 2.0084 -2.9676
C -1.2938 1.2176 -2.4135
H 4.6863 -0.6902 -0.2927
H 3.9703 -1.7592 -2.7535
H 3.3886 -3.0828 -4.2856
H 1.8043 -4.1751 -5.8035
H -0.6400 -3.9105 -5.4174
H -1.4350 -2.5805 -3.5349
H -0.3505 -4.1233 -1.4219
H -1.7308 -5.6651 -0.1030
H -3.2802 -4.7939 1.6145
H -3.4261 -2.3549 2.0172
H -2.0576 -0.7995 0.6868
H -3.0088 -1.6916 -2.1488
H -4.7451 -0.3107 -3.1794
H -4.3104 2.0702 -3.6886
H -2.0938 3.0536 -3.1687
H -0.3254 1.6445 -2.2031
C 3.1282 0.6204 1.3240
H 3.9614 -0.0830 1.2768
H 2.7739 0.6073 2.3552
H 3.5111 1.6195 1.0982
*
```

Results
- ΔE to the lowest compared entry with this formula, charge and spin: 0.00 kcal per mole
- HOMO-LUMO gap (spin up / spin down): 6.7 / 6.9 eV
- HOMO (spin up / spin down): -0.3517 / -0.3715 Eh

[4]
Below is one molecule with the formula C5H9NO4, with properties calculated with ωB97M-V with the def2-TZVPD basis set.

```
! wB97M-V def2-TZVPD RIJCOSX def2/J DEFGRID3
* xyz 0 1
C 0.5866 -0.3652 -0.1326
C -0.9550 0.0869 -0.2379
C 1.5167 0.7580 -0.3464
C 1.9559 -2.4134 0.0477
C -1.8057 2.1864 0.2301
N -2.0107 -0.7337 0.1039
O -1.8542 -1.8587 0.4295
O -3.1059 -0.2462 0.0346
O 0.6922 -1.6198 0.1066
O -0.9738 1.3981 -0.5781
H 2.4513 0.6718 0.1511
H 1.8302 0.9624 -1.3320
H 1.1458 1.7136 -0.0822
H 2.7195 -1.8251 0.5944
H 2.2515 -2.5664 -0.9327
H 1.6722 -3.3356 0.5199
H -1.9889 3.3287 -0.0913
H -1.4302 2.2028 1.2444
H -2.6975 1.6555 0.2711
*
```

Results
- ΔE to the lowest compared entry with this formula, charge and spin: 193.75 kcal per mole
- HOMO-LUMO gap (spin up / spin down): 8.0 / 8.0 eV
- HOMO (spin up / spin down): -0.2885 / -0.2885 Eh

[5]
Below is C39H46ClN3O7PPdS2 as an isolated structure, with properties calculated with ωB97M-V with the def2-TZVPD basis set.

```
! wB97M-V def2-TZVPD RIJCOSX def2/J DEFGRID3
* xyz -1 1
Pd 0.1445 0.5391 0.9543
O 3.8782 -0.3309 5.6623
C 2.6397 -0.2149 6.0790
O 2.3421 -0.2267 7.2531
C 1.5766 -0.0709 5.0336
C 0.2264 -0.0871 5.3048
Cl -0.5822 -0.1961 6.8018
N -0.4559 0.0951 4.1519
N 0.4175 0.2375 3.1301
C 1.6398 0.1193 3.6294
C 2.8443 0.1315 2.6870
O 3.9640 -0.0857 3.2017
O 2.5840 0.3287 1.4922
C -1.8599 0.0286 3.8819
C -2.6612 -0.8750 4.5655
C -4.0089 -0.9590 4.2479
C -4.5524 -0.1594 3.2526
C -3.7359 0.7339 2.5750
C -2.3920 0.8382 2.8920
H 3.9487 -0.2510 4.6320
H -2.2406 -1.5436 5.3003
H -4.6281 -1.6725 4.7756
H -5.6022 -0.2383 3.0033
H -4.1329 1.3526 1.7817
H -1.7764 1.5597 2.3680
O 0.6178 -2.6149 2.6659
C -0.3650 -2.4864 1.9670
N -0.6911 -1.3994 1.1795
C -1.9306 -1.6049 0.6190
O -2.6010 -0.8118 -0.0162
C -2.4093 -2.9783 0.9964
C -3.5573 -3.6648 0.6623
C -3.7104 -4.9386 1.2044
C -2.7439 -5.4817 2.0511
C -1.5933 -4.7708 2.3810
C -1.4548 -3.5141 1.8293
H -4.2998 -3.2291 0.0071
H -4.5938 -5.5187 0.9686
H -2.8996 -6.4716 2.4610
H -0.8346 -5.1784 3.0360
C -2.8469 3.8417 0.2255
O -1.6627 3.0997 0.5086
C -0.6682 3.7055 1.1722
S -0.7267 5.2872 1.6476
S 0.6925 2.6821 1.4598
H -3.5218 3.1145 -0.2214
H -2.6297 4.6549 -0.4681
H -3.2644 4.2613 1.1405
C -2.1738 0.1048 -4.6770
C -2.5991 1.0407 -3.5533
C -1.3776 1.4933 -2.7365
C -0.2817 0.4079 -2.6842
C -0.9490 -0.9695 -2.7310
C -1.6312 -1.2011 -4.0873
P 0.8262 0.6326 -1.2324
C 2.1511 -0.6672 -1.3227
C 1.8647 -1.9352 -0.5020
C 3.0220 -2.9136 -0.6637
C 3.1365 -3.4418 -2.1026
C 2.4507 -2.5073 -3.1006
C 2.6713 -1.0396 -2.7439
C 1.8047 2.1728 -1.5445
C 2.7900 2.1057 -2.7291
C 3.3546 3.4945 -3.0817
C 3.3833 4.4041 -1.8594
C 1.9513 4.6675 -1.3752
C 1.0253 3.4844 -1.6807
H -1.4008 0.6014 -5.2735
H -3.0020 -0.1018 -5.3589
H -3.3125 0.5274 -2.9018
H -3.1128 1.9184 -3.9533
H -1.6818 1.7341 -1.7158
H -0.9763 2.4066 -3.1724
H 0.3714 0.4824 -3.5621
H -1.6732 -1.0244 -1.9293
H -0.2228 -1.7615 -2.5493
H -2.4552 -1.9060 -3.9463
H -0.9363 -1.6707 -4.7901
H 2.9471 -0.1597 -0.7652
H 0.9236 -2.4098 -0.7943
H 1.7625 -1.6618 0.5448
H 2.9054 -3.7407 0.0382
H 3.9408 -2.3954 -0.3735
H 2.6929 -4.4379 -2.1759
H 4.1892 -3.5549 -2.3757
H 1.3806 -2.7213 -3.1372
H 2.8287 -2.6944 -4.1094
H 2.2306 -0.4159 -3.5185
H 3.7465 -0.8385 -2.7838
H 2.3800 2.2086 -0.6110
H 2.2977 1.6883 -3.6108
H 3.6148 1.4370 -2.4800
H 2.7389 3.9639 -3.8555
H 4.3522 3.3794 -3.5115
H 3.8833 5.3461 -2.0956
H 3.9741 3.9349 -1.0678
H 1.5592 5.5656 -1.8591
H 1.9363 4.8544 -0.2991
H 0.6518 3.5644 -2.7043
H 0.1639 3.5127 -1.0286
*
```

Results
- HOMO-LUMO gap: 7.8 eV
- HOMO: -0.2049 Eh

[6]
Below is C29H55As3IN4O6SSbYb as an isolated structure, with properties calculated with ωB97M-V with the def2-TZVPD basis set.

```
! wB97M-V def2-TZVPD RIJCOSX def2/J DEFGRID3
* xyz 1 2
Yb 1.3276 2.1859 2.5255
O 0.8278 2.9403 0.4619
C 1.8663 3.6565 0.3599
O 2.8424 3.5252 1.2112
C 2.0788 4.6415 -0.7880
C 3.3093 5.2116 -1.0167
C 3.5563 6.1645 -2.0370
C 2.4578 6.5176 -2.8470
C 1.2147 5.9835 -2.6343
N 0.9873 5.0793 -1.5753
H 4.1440 4.8474 -0.4179
H 4.5448 6.5627 -2.1918
H 2.5343 7.0955 -3.7418
H 0.3076 6.1828 -3.2019
C 2.2643 -2.1562 -0.8077
As 2.0315 -0.2459 -1.2377
C 3.7988 0.4471 -0.6233
C 2.6428 0.0333 -3.1608
C 2.1925 -0.8752 -4.3011
C 2.5587 -2.3536 -3.9132
C 0.7115 -0.7616 -4.7170
As -0.6640 -1.5522 -3.4186
C -2.0677 -1.6663 -4.8339
C -1.4669 0.0999 -2.5783
C 3.0272 -0.4268 -5.5610
As 3.0278 -1.1813 -7.4499
C 2.0243 -2.9346 -7.3099
C 1.6506 -0.0959 -8.3843
H 3.3265 -2.4494 -0.9604
H 1.6439 -2.8304 -1.3890
H 2.0534 -2.3843 0.2792
H 4.4191 -0.0246 -1.4235
H 4.0532 0.1024 0.3428
H 3.8764 1.5425 -0.6637
H 3.7650 0.2048 -3.1598
H 2.2170 0.9737 -3.4725
H 1.9067 -2.7245 -3.1132
H 3.5823 -2.3866 -3.4668
H 2.4606 -3.0961 -4.7006
H 0.5972 -1.2844 -5.6979
H 0.4410 0.2384 -4.9378
H -1.8899 -0.8747 -5.5938
H -3.0539 -1.6487 -4.3899
H -1.9542 -2.6043 -5.3978
H -1.5698 0.8967 -3.2964
H -0.7602 0.3966 -1.7476
H -2.4145 -0.1625 -2.1471
H 4.0808 -0.5808 -5.2916
H 2.9217 0.6216 -5.7730
H 2.6496 -3.8454 -7.3152
H 1.5710 -3.0785 -8.3069
H 1.2555 -3.0179 -6.4590
H 1.0965 -0.8541 -8.9427
H 2.1074 0.6303 -9.0492
H 0.9499 0.2714 -7.6540
C -2.8549 -3.4143 8.0010
C -2.3048 -1.9548 8.0985
S -1.7009 -1.3373 6.5353
O -2.8119 -1.3868 5.6075
O -0.3998 -1.9194 6.2456
C -1.3701 0.4155 6.9271
C -0.1709 1.0050 6.1467
N -0.4433 0.8568 4.7173
C -1.4006 1.5928 3.9961
N -1.4223 1.3378 2.7174
C -0.5583 0.3200 2.5570
C 0.2251 0.1341 3.7583
N 1.6041 -0.1790 3.9892
O 1.9729 -0.7362 5.0084
O 2.4109 0.3513 3.1524
C -2.1925 2.7153 4.5697
H -2.9071 -3.9091 9.0259
H -2.2166 -4.0588 7.3652
H -3.9152 -3.4080 7.5568
H -1.3998 -1.9762 8.7288
H -2.9650 -1.2037 8.5768
H -1.0229 0.3780 7.9314
H -2.2733 1.0347 6.8400
H 0.8115 0.5221 6.3887
H 0.0198 2.0463 6.3565
H -0.5290 -0.3205 1.6830
H -1.4635 3.3955 5.0788
H -2.9664 2.3486 5.2564
H -2.5449 3.2023 3.6640
I 1.6014 4.2574 4.8388
C -0.3366 4.7488 -1.3274
H -1.0941 5.4215 -1.8121
H -0.6146 4.0482 -0.6065
C -3.5788 -3.9488 3.2484
Sb -3.5667 -3.3235 1.1063
C -5.0294 -4.5864 0.2988
C -4.6872 -1.3894 1.1587
H -2.8282 -4.7451 3.2831
H -4.6383 -4.2164 3.5119
H -3.1797 -3.0323 3.7292
H -5.8943 -4.0607 -0.1331
H -5.3661 -5.3141 1.0875
H -4.5546 -5.2152 -0.4481
H -5.5462 -1.5318 0.5416
H -4.0635 -0.6308 0.7161
H -4.8959 -1.2899 2.2445
*
```

Results
- ΔE to the lowest compared entry with this formula, charge and spin: 55.11 kcal per mole
- HOMO-LUMO gap (spin up / spin down): 5.2 / 4.1 eV
- HOMO (spin up / spin down): -0.3464 / -0.3464 Eh

[7]
Below is C5H8O as an isolated structure, with properties calculated with ωB97M-V with the def2-TZVPD basis set.

```
! wB97M-V def2-TZVPD RIJCOSX def2/J DEFGRID3
* xyz 0 1
C -1.7843 -1.7334 -1.0674
C -1.7971 -0.5700 -0.4315
C 1.1204 1.9233 0.6432
C 0.9603 0.7759 1.3043
C 1.6389 0.1227 0.1285
O 1.6899 1.4389 -0.5147
H -1.6828 -1.7925 -2.1494
H -1.8873 -2.6785 -0.5375
H -1.9095 -0.5069 0.6492
H -1.6988 0.3755 -0.9615
H 0.5979 0.4647 2.2684
H 1.0104 2.9893 0.8151
H 2.6647 -0.2062 0.3195
H 1.0773 -0.6027 -0.4662
*
```

Results
- ΔE to the lowest compared entry with this formula, charge and spin: 75.65 kcal per mole
- HOMO-LUMO gap: 10.1 eV
- HOMO: -0.3281 Eh

[8]
Below is C24H33F6MoN2PS2Sb as an isolated structure, with properties calculated with ωB97M-V with the def2-TZVPD basis set.

```
! wB97M-V def2-TZVPD RIJCOSX def2/J DEFGRID3
* xyz 4 2
Mo -1.8979 -1.0520 -1.4560
S 0.4914 -0.9409 -1.6800
C 1.1296 -1.6049 -0.2424
N 2.3902 -1.9501 -0.1472
C 2.9445 -2.2400 1.1933
C 1.9458 -2.9525 2.0647
N 0.6303 -2.2907 2.0360
C -0.2137 -2.4979 3.2234
C -0.1365 -1.3460 4.2120
C -0.2275 -1.6430 5.5653
C -0.1767 -0.6181 6.4989
C -0.0799 0.7026 6.0854
C 0.0467 0.9976 4.7356
C -0.0056 -0.0248 3.7982
C 0.2276 -1.7272 0.9538
S -1.4581 -1.2878 0.7822
C 3.2848 -2.1614 -1.3133
C 4.4095 -1.1494 -1.5337
C 5.6318 -1.2908 -0.9321
C 6.7336 -0.4182 -1.2834
C 6.5664 0.6467 -2.1809
C 5.3545 0.7787 -2.7981
C 4.2580 -0.0836 -2.4471
H 3.2578 -1.2989 1.6525
H 3.8224 -2.8732 1.0873
H 2.3104 -2.9623 3.0910
H 1.8012 -3.9906 1.7520
H 0.1165 -3.4156 3.7087
H -1.2456 -2.6490 2.9066
H -0.3269 -2.6681 5.9037
H -0.1984 -0.8562 7.5539
H -0.1436 1.5058 6.8068
H 0.1647 2.0246 4.4165
H 0.0522 0.2253 2.7411
H 2.6681 -2.1999 -2.2075
H 3.7470 -3.1391 -1.1745
H 5.8138 -2.0711 -0.2025
H 7.7247 -0.6508 -0.9076
H 7.3951 1.2953 -2.4327
H 5.2247 1.5125 -3.5844
H 3.2872 0.1068 -2.8912
F -2.0089 -1.7905 -3.0998
P -5.0720 -2.1855 -2.3459
F -5.7178 -2.9569 -3.4945
F -4.6696 -0.9882 -3.2180
F -4.1798 -1.2829 -1.0639
F -4.0910 -3.3076 -1.9879
F -6.2868 -2.0063 -1.4765
C -2.5386 1.6725 -4.4833
C -3.4511 2.1387 -3.3543
Sb -2.6266 1.5833 -1.4399
C -3.7197 2.1317 0.3643
C -3.9146 3.6373 0.4683
C -0.7113 2.5785 -1.4313
C -0.8038 4.1041 -1.4478
H -3.0141 1.9291 -5.4311
H -2.3878 0.5920 -4.4810
H -1.5730 2.1780 -4.4688
H -4.4444 1.7000 -3.4208
H -3.5488 3.2244 -3.3223
H -3.1299 1.7247 1.1845
H -4.6691 1.6030 0.3001
H -2.9790 4.1770 0.5866
H -4.5154 3.8330 1.3589
H -4.4604 4.0515 -0.3794
H -0.2252 2.2110 -2.3368
H -0.1647 2.2116 -0.5621
H -1.3906 4.4689 -2.2915
H 0.1981 4.5224 -1.5508
H -1.2241 4.5034 -0.5290
*
```

Results
- HOMO-LUMO gap (spin up / spin down): 4.6 / 3.5 eV
- HOMO (spin up / spin down): -0.6742 / -0.6742 Eh

[9]
Below is C2H6FNS as an isolated structure, with properties calculated with ωB97M-V with the def2-TZVPD basis set.

```
! wB97M-V def2-TZVPD RIJCOSX def2/J DEFGRID3
* xyz 0 1
C -0.0906 -0.6431 -0.2242
C 0.6175 0.5924 0.2349
N -1.8534 -0.2586 0.1304
F -2.1062 0.9888 -0.3544
S 2.3988 0.4369 -0.0714
H 0.0380 -1.6597 0.2245
H 0.0230 -0.4799 -1.3795
H 0.2547 1.5350 -0.1635
H 0.3893 0.6773 1.2652
H -2.3116 -0.9578 -0.5913
H 2.6405 -0.2313 0.9293
*
```

Results
- ΔE to the lowest compared entry with this formula, charge and spin: 84.51 kcal per mole
- HOMO-LUMO gap: 10.2 eV
- HOMO: -0.3420 Eh

[10]
Below is an isolated ion of composition C3H10NS and charge +1, with properties calculated with ωB97M-V with the def2-TZVPD basis set.

```
! wB97M-V def2-TZVPD RIJCOSX def2/J DEFGRID3
* xyz 1 1
C 0.4970 0.8292 -0.8049
C 0.9509 -1.4141 0.2940
C -1.2159 -0.3439 0.6113
N -0.0438 -0.5973 -0.2934
S -2.5263 0.5977 -0.2326
H 0.5009 1.6770 0.0518
H 1.5600 0.8062 -1.1134
H -0.1707 1.3279 -1.5796
H 0.9666 -1.1494 1.3903
H 0.7537 -2.4363 0.0610
H 1.8867 -1.1015 -0.0220
H -0.8680 0.2163 1.4712
H -1.5508 -1.3419 1.0566
H -0.3789 -1.1460 -1.0745
H -3.1097 -0.4493 -0.8976
*
```

Results
- ΔE to the lowest compared entry with this formula, charge and spin: 34.66 kcal per mole
- HOMO-LUMO gap: 10.8 eV
- HOMO: -0.5190 Eh

> What is the formula in the third record?

C40H37N6OPRu